Record 1
DFT (the ωB97M-V functional and the def2-TZVPD basis) results for a gas-phase ion, C6H13IN3O (charge +1) at a distorted geometry.

As for the charge: +1. As for the SMILES: COCC[NH2+][C@@H]1N=NC[C@H]1I. Its HOMO energy is -0.476 hartree. The calculation puts the relative energy (zero: lowest compared OMol25 entry of this formula, charge and spin) at 88.8 kcal/mol. As for the spin multiplicity: 1. The calculated total energy comes out at -21041.09219 eV.

XYZ file:
```
24
Properties=species:S:1:pos:R:3:forces:R:3
H 3.258808 2.523715 -0.933718 -1.6 1.2 1.5
N 0.050304 -0.195200 -0.129650 0.4 0.4 -3.4
H -3.956732 -2.060400 0.093334 -0.3 0.7 -0.6
H -1.479170 -0.187168 1.287710 0.5 -0.3 1.3
H 1.464589 -1.568655 0.613408 1.1 -2.7 -1.2
H 2.743900 0.122101 -0.591356 0.6 0.3 -1.4
H 1.927547 3.635960 -0.151081 0.3 1.5 0.2
I -3.757864 1.030519 0.050134 0.4 -0.1 -0.2
H 3.089564 0.467797 1.011572 0.4 0.8 0.9
H -3.324864 -2.254878 -1.611182 0.5 0.0 1.7
H -0.059902 0.894577 -0.239168 0.8 -2.2 0.5
C -3.071762 -1.915613 -0.546622 -1.2 0.2 0.3
C 2.556645 2.802462 0.001755 1.6 -2.4 -3.4
C 1.275172 -0.569495 0.657020 -1.5 4.0 -0.2
C -2.394513 -0.510613 -0.547654 -1.3 -0.7 -1.5
C -1.218145 -0.733771 0.408700 -0.9 0.5 -3.3
H 0.860850 -0.520578 1.598824 -0.1 0.8 2.8
H 0.298513 -0.554865 -1.142028 -1.3 0.8 2.1
N -1.115119 -2.178194 0.490693 0.6 -0.6 2.4
H -2.187056 -0.406296 -1.649154 0.5 0.7 1.3
N -2.139511 -2.768255 0.174654 1.0 -0.7 -2.0
H 3.271172 2.687268 0.780862 0.1 0.9 1.3
O 1.606560 1.751125 0.080448 0.9 -1.9 1.0
C 2.301019 0.508466 0.292504 -1.5 -1.1 0.0
```
Positions in Å, forces in eV/Å.

---

Record 2
DFT (the ωB97M-V functional and the def2-TZVPD basis) results for 2 unconnected molecules or ions with the total composition C6H8.

As for the SMILES: C1=C[C@@H]2CC2=C1.[H][H]. Its HOMO energy is -0.313 hartree. The calculation puts the relative energy (zero: lowest compared OMol25 entry of this formula, charge and spin) at 77.7 kcal/mol. As for the spin multiplicity: 1. The calculated total energy comes out at -6347.41359 eV.

XYZ file:
```
14
Properties=species:S:1:pos:R:3:forces:R:3
H -1.484807 -1.731432 -0.216731 -0.1 -0.1 0.1
C -0.461508 0.280284 -0.760696 0.2 0.3 0.0
C 0.654685 0.548677 -1.599198 -0.1 0.3 -0.4
H 1.000927 -1.452136 -0.695073 0.0 0.1 0.0
C 0.767115 -0.226913 1.110144 0.2 0.2 0.0
C -0.945640 1.029216 0.290558 -0.1 -0.2 0.0
H -0.448586 0.992340 2.471696 0.0 -0.1 -0.2
H 0.864335 -0.073617 -2.464780 0.0 0.0 0.1
H 1.393523 -0.780425 1.802487 0.0 0.1 -0.1
H -1.634261 1.864048 0.216421 0.2 -0.1 0.0
H 1.079091 1.546707 -1.663760 0.1 0.0 0.2
C 0.726326 -0.474041 -0.315781 -0.2 -0.4 0.3
C -0.253158 0.624626 1.468825 0.0 0.0 0.0
H -1.258042 -2.147334 0.355886 -0.1 -0.2 0.1
```
Positions in Å, forces in eV/Å.

---

Record 3
DFT (the ωB97M-V functional and the def2-TZVPD basis) results for a gas-phase ion, C17H36BFINO6P3 (charge -1) at a distorted geometry.

As for the charge: -1. Its HOMO energy is -0.172 hartree. As for the spin multiplicity: 1. The calculated total energy comes out at -71344.46232 eV.

XYZ file:
```
66
Properties=species:S:1:pos:R:3:forces:R:3
H 4.133057 -2.030505 0.769283 2.1 1.1 -1.2
O -4.845933 0.671479 -1.129655 0.0 -4.0 1.5
H 0.478926 -3.102632 3.504129 -1.8 1.5 -0.3
C 5.202969 -1.280052 -1.225905 -0.7 -5.4 -3.8
H 4.246341 0.941836 -3.386134 -0.3 -0.4 2.3
F -1.218998 2.560268 1.336524 0.2 -0.6 -1.6
C 0.871095 -1.569381 -1.320839 1.0 -0.9 0.9
P -0.885101 -1.158779 -1.930127 0.2 -1.3 -1.5
H 6.049799 -2.181543 0.780639 -2.0 1.4 -1.2
H 0.608199 4.064797 0.362900 1.2 -1.7 -1.1
H 1.099525 1.184904 -0.955034 -0.2 0.8 2.0
C -2.008066 -0.395592 -0.592753 0.7 2.4 1.1
H -5.661506 0.259213 -0.672011 1.7 1.1 -0.9
O 5.464588 0.007878 -1.889949 -1.5 -2.9 1.9
O -0.712209 0.257150 1.261720 -2.1 -2.7 0.8
H 3.490890 3.188233 -3.118189 -0.1 0.4 2.4
H -3.858562 -2.967302 -1.175167 -1.1 2.0 0.6
H -4.927132 -0.409319 4.164571 2.0 1.0 0.3
C 5.134709 -1.511718 0.414799 0.5 1.1 0.4
H -1.491141 1.019847 -3.283067 1.8 -1.6 0.4
C -0.320741 -2.261883 3.334730 -0.2 1.2 0.9
C -0.606644 0.252548 -3.245555 0.7 0.9 -0.5
C -3.955359 0.216519 4.344240 0.2 1.5 0.2
H -0.491020 -0.175636 -4.341714 -0.3 0.4 2.4
N -3.645062 -0.926876 -3.006071 -0.7 1.5 2.9
C 4.178281 0.692735 -2.242237 -0.4 0.2 0.8
H -3.178120 -0.293016 5.075567 -1.6 0.7 -1.7
H -4.220237 -0.179216 -3.452211 0.5 -0.7 0.4
H 2.347531 3.367685 0.575907 -2.0 0.1 -1.3
H -2.127589 -4.085688 0.068398 0.0 0.5 2.3
O -1.661645 1.053292 -0.679499 -1.3 -0.9 0.5
P -3.762583 -0.683484 -1.377114 -0.6 -0.6 -3.9
H -4.128934 -0.888482 1.475963 1.9 0.4 0.9
P -0.958297 -2.376550 1.538267 2.5 -0.8 -1.9
C 4.091622 2.009375 -1.261030 1.1 0.3 -0.1
C -3.108261 -0.703601 2.016178 0.0 0.9 0.4
O 5.039253 -2.393204 -1.990977 1.1 7.3 4.8
C 0.860430 1.709815 0.064449 1.0 0.8 -0.3
C -2.044562 -3.914598 1.227027 -0.4 -1.0 1.0
H 0.885875 -2.739821 -1.089491 -0.1 2.6 -0.5
H 0.257541 -1.221878 3.430481 -1.3 -2.2 -0.5
I -4.578267 2.171629 2.021383 1.0 -0.7 0.4
H 1.518253 4.637207 -1.887248 0.7 -2.3 0.3
H -2.174975 1.118574 3.242431 -2.0 -0.7 -1.4
C 3.390724 3.328767 -1.937126 -0.5 -0.3 -1.0
O -4.403592 -2.210175 -0.757914 1.9 1.3 -0.6
H 0.419996 0.791450 -2.997899 -2.2 -0.9 -0.5
H -1.168990 -2.229035 4.142461 1.7 -0.3 -1.2
H -1.456500 -4.860445 1.657193 -1.1 2.1 -0.9
C -1.794941 -0.748321 0.993122 0.4 1.5 0.9
B -0.731623 1.500867 0.414266 -0.3 -1.3 1.5
H 1.466536 1.155150 0.926320 -1.2 1.2 -1.8
C 1.790073 3.505316 -1.633730 -0.6 1.6 0.1
H -3.067352 -3.891422 1.794762 1.5 -0.2 -1.4
C 1.348369 3.268649 -0.069896 1.7 -0.9 -0.1
H -2.988174 -1.605599 2.794258 -0.3 2.1 -1.6
H 5.222771 -0.471586 0.988625 -0.2 -2.2 -1.4
H 1.205635 -1.033782 -0.332559 -0.5 -0.9 -2.1
H 1.608990 -1.420138 -2.227159 -1.4 0.0 1.8
H 3.330136 -0.088990 -1.995421 1.4 1.9 -0.8
H 3.962220 4.350243 -1.704467 -1.2 -2.4 -0.1
H 5.216570 2.315615 -1.026342 -2.3 -0.8 -0.6
H -4.289990 1.223499 4.889364 0.7 -2.2 -1.1
H 3.633157 1.669855 -0.238333 0.6 0.8 -2.0
C -3.202646 0.660636 2.918058 -0.4 -1.9 2.0
H 1.120694 2.855195 -2.355216 1.4 1.2 1.5
```
Positions in Å, forces in eV/Å.

---

Record 4
DFT (the ωB97M-V functional and the def2-TZVPD basis) results for a molecular structure, C37H42N6O3STi.

As for the charge: +4. Its HOMO energy is -0.686 hartree. The calculation puts the relative energy (zero: lowest compared OMol25 entry of this formula, charge and spin) at 4.9 kcal/mol. As for the spin multiplicity: 1. The calculated total energy comes out at -88049.77156 eV.

XYZ file:
```
90
Properties=species:S:1:pos:R:3:forces:R:3
C -4.773349 1.414489 -1.011495 0.0 0.0 0.0
H 1.232276 2.354706 7.607048 0.0 0.0 0.0
H 2.984739 -4.591344 -0.771777 0.0 0.0 0.0
C 2.624534 -3.636437 -2.669035 0.0 0.0 0.0
C 2.204710 2.167552 4.059038 0.0 0.0 0.0
C -1.618959 -2.780763 3.072594 0.0 0.0 0.0
C 2.519457 -3.763854 -1.291511 0.0 0.0 0.0
C -3.089697 -2.858381 1.179504 0.0 0.0 0.0
H -3.481346 3.728016 1.068872 0.0 0.0 0.0
H -0.804504 0.980451 -5.561045 0.0 0.0 0.0
C -3.727431 0.494907 -0.901977 0.0 0.0 0.0
N -2.637681 0.700758 -0.172304 0.0 0.0 0.0
H -3.531977 -3.761806 3.082945 0.0 0.0 0.0
C 0.668788 -1.735886 2.743696 0.0 0.0 0.0
H 1.076569 -2.550552 3.348621 0.0 0.0 0.0
H -2.684699 1.100005 -3.884552 0.0 0.0 0.0
N 1.206955 -1.759902 -1.168072 0.0 0.0 0.0
H 3.177102 -4.364632 -3.249125 0.0 0.0 0.0
C -3.572789 2.826705 0.475768 0.0 0.0 0.0
C -2.826312 -3.175252 2.507854 0.0 0.0 0.0
H 0.728530 -0.824352 3.332635 0.0 0.0 0.0
H -2.092461 -0.351678 -3.095869 0.0 0.0 0.0
H 3.200720 2.587022 4.124342 0.0 0.0 0.0
N -0.412524 1.292197 1.519037 0.0 0.0 0.1
H 0.514724 3.363037 -2.783523 0.0 0.0 0.0
H 1.994534 2.565289 1.973290 0.0 0.0 0.0
H 3.395372 2.382345 -4.912560 0.0 0.0 0.0
H -3.805979 -0.454391 -1.421741 0.0 0.0 0.0
H 0.656193 -3.486339 1.053522 0.0 0.0 0.0
H 1.331727 1.024115 -4.612755 0.0 0.0 0.0
H 2.908539 -0.798722 2.844384 0.0 0.0 0.0
C 0.300384 1.204116 5.168546 0.0 0.0 0.0
H -0.306183 2.892777 -4.252967 0.0 0.0 0.0
C 1.805452 -2.820482 -0.582026 0.0 0.0 0.0
C 1.545826 2.112416 2.844405 0.0 0.0 0.0
H 5.521007 2.479856 0.430282 0.0 0.0 0.0
C 1.581562 -2.934859 0.885227 0.0 0.0 0.0
H 1.476757 2.279501 -0.940263 0.0 0.0 0.0
C -2.171992 -0.658258 -5.846537 0.0 0.0 0.0
O 3.588016 1.034940 6.247123 0.0 -0.1 0.0
C 2.313347 1.867557 -0.404348 0.0 0.0 0.0
H 2.377304 -3.492971 1.379947 0.0 0.0 0.0
C 2.819615 -1.038689 1.781365 0.0 0.0 0.0
C 2.473370 2.851537 -4.574467 0.0 0.0 0.0
C -1.136333 0.098213 -5.011945 0.0 0.0 0.0
H -2.512557 -1.562637 -5.340429 0.0 0.0 0.0
Ti 0.237039 -0.267367 0.096296 -0.1 0.1 -0.1
H -1.736134 -0.953123 -6.799006 0.0 0.0 0.0
H 2.735703 3.658966 -3.888767 0.0 0.0 0.0
H -0.267724 -0.537932 -4.841676 0.0 0.0 0.0
C 1.329766 -1.642067 -2.507084 0.0 0.0 0.0
H 5.121194 0.355804 1.668753 0.0 0.0 0.0
N 1.460226 -1.574708 1.493599 0.0 0.0 0.1
C 3.103435 0.187477 0.981583 0.0 0.0 0.0
C -2.177824 -2.095065 0.488578 0.0 0.0 0.0
C 0.295667 2.503018 -3.421721 0.1 0.0 0.0
N 2.100755 0.688410 0.236268 0.1 0.1 0.1
H -1.580612 2.833925 2.158301 0.0 0.0 0.0
H -3.039570 -0.034061 -6.061508 0.0 0.0 0.0
H -1.351201 -3.078456 4.078272 0.0 0.0 0.0
H 3.626105 3.472736 -0.879683 0.0 0.0 0.0
C 1.568696 1.816034 -3.904909 0.0 0.0 0.0
C -2.580685 1.856415 0.511774 0.0 0.0 0.0
H -1.354012 0.694144 3.895499 0.0 0.0 0.0
C -0.356956 1.118509 3.946033 0.0 0.0 0.0
H -3.987882 -3.204492 0.687250 0.0 0.0 0.0
O 2.045503 1.832772 7.625770 0.0 0.0 0.0
H -0.194103 0.856455 6.067665 0.0 0.0 0.0
H 2.086907 1.357529 -3.060083 0.0 0.0 0.0
H -5.638062 1.174672 -1.616267 0.0 0.0 0.0
O -0.132705 0.606204 -1.498327 0.1 0.0 -0.1
C 2.499709 1.499699 6.424639 0.1 0.2 0.0
C 4.560792 1.981901 0.378065 0.0 0.0 0.0
H 1.990622 3.295925 -5.444587 0.0 0.0 0.0
C 1.607134 1.671153 5.215456 0.0 -0.1 0.0
H 0.870352 -0.778778 -2.952450 0.0 0.1 0.0
C 3.510879 2.533318 -0.356695 0.0 0.0 0.0
H -5.486308 3.341111 -0.376008 0.0 0.0 0.0
H 3.576569 -1.794618 1.568753 0.0 0.0 0.0
C -4.692263 2.608002 -0.321391 0.0 0.0 0.0
S -0.939984 1.574880 -2.489719 -0.1 0.1 0.0
N -1.030493 -1.658401 1.048512 0.0 -0.1 0.0
H -2.340937 -1.829004 -0.544696 0.0 0.0 0.0
C 0.292871 1.513372 2.780431 0.0 0.0 0.0
C -1.781640 0.507626 -3.694311 0.0 0.0 0.0
H 2.077498 -2.403984 -4.352115 0.0 0.0 0.0
C -1.470277 2.030479 1.430768 0.0 0.0 0.0
C 4.343409 0.800600 1.060351 0.0 0.0 0.0
C -0.731929 -2.050424 2.312180 0.0 0.0 0.0
C 2.014033 -2.550389 -3.282503 0.0 0.0 0.0
```
Positions in Å, forces in eV/Å.

---

Record 5
DFT (the ωB97M-V functional and the def2-TZVPD basis) results for C4H6N2O in the gas phase at a distorted geometry.

As for the SMILES: Cc1n[nH]cc1O. Its HOMO energy is -0.297 hartree. The calculation puts the relative energy (zero: lowest compared OMol25 entry of this formula, charge and spin) at 69.7 kcal/mol. As for the spin multiplicity: 1. The calculated total energy comes out at -9270.47771 eV.

XYZ file:
```
13
Properties=species:S:1:pos:R:3:forces:R:3
N -0.697318 -1.687771 -0.016331 -5.3 -2.9 1.2
O -1.213536 1.826504 -0.200245 -2.0 1.4 -0.1
C -0.874261 0.555488 -0.008619 3.6 -3.8 0.2
C 2.037164 0.585029 -0.016288 -0.6 -0.1 2.9
H -2.606022 -0.792530 -0.105245 -2.0 -0.3 -0.1
H -2.225193 1.951450 -0.291501 2.5 -0.6 0.3
C -1.606162 -0.588051 0.028737 3.8 0.0 -0.3
H 2.350550 0.870993 1.101080 -0.2 -0.9 -2.3
H -1.142683 -2.625975 0.350206 2.0 2.4 -1.1
H 1.977752 1.566528 -0.467587 -0.1 -0.1 -0.6
N 0.575634 -1.433154 0.061253 0.7 2.2 0.5
H 2.738141 -0.105961 -0.510946 -0.1 0.6 0.4
C 0.685928 -0.122552 0.075487 -2.3 2.1 -1.0
```
Positions in Å, forces in eV/Å.

---

Record 6
DFT (the ωB97M-V functional and the def2-TZVPD basis) results for C2H5NO in the gas phase.

As for the SMILES: CNC=O. Its HOMO energy is -0.362 hartree. The calculation puts the relative energy (zero: lowest compared OMol25 entry of this formula, charge and spin) at 14.5 kcal/mol. As for the spin multiplicity: 1. The calculated total energy comes out at -5692.60255 eV.

XYZ file:
```
9
Properties=species:S:1:pos:R:3:forces:R:3
C -1.057002 0.100243 0.326394 -0.3 -0.1 0.1
C 1.349349 -0.224876 -0.110983 -0.3 0.0 0.1
H -1.726924 -0.575389 -0.218189 0.1 0.0 0.2
H -0.785294 -0.357148 1.278062 -0.1 0.1 -0.1
N 0.141083 0.370107 -0.440252 0.6 -0.5 0.1
H -0.056433 0.530603 -1.412848 0.5 0.3 -0.2
H -1.592197 1.042670 0.485090 0.1 -0.2 0.2
H 2.213200 0.084232 -0.737421 -0.5 -0.1 -0.1
O 1.514216 -0.970446 0.830144 -0.1 0.4 -0.1
```
Positions in Å, forces in eV/Å.

---

Copy entry 1 word for word.
DFT (the ωB97M-V functional and the def2-TZVPD basis) results for a gas-phase ion, C6H13IN3O (charge +1) at a distorted geometry.

As for the charge: +1. As for the SMILES: COCC[NH2+][C@@H]1N=NC[C@H]1I. Its HOMO energy is -0.476 hartree. The calculation puts the relative energy (zero: lowest compared OMol25 entry of this formula, charge and spin) at 88.8 kcal/mol. As for the spin multiplicity: 1. The calculated total energy comes out at -21041.09219 eV.

XYZ file:
```
24
Properties=species:S:1:pos:R:3:forces:R:3
H 3.258808 2.523715 -0.933718 -1.6 1.2 1.5
N 0.050304 -0.195200 -0.129650 0.4 0.4 -3.4
H -3.956732 -2.060400 0.093334 -0.3 0.7 -0.6
H -1.479170 -0.187168 1.287710 0.5 -0.3 1.3
H 1.464589 -1.568655 0.613408 1.1 -2.7 -1.2
H 2.743900 0.122101 -0.591356 0.6 0.3 -1.4
H 1.927547 3.635960 -0.151081 0.3 1.5 0.2
I -3.757864 1.030519 0.050134 0.4 -0.1 -0.2
H 3.089564 0.467797 1.011572 0.4 0.8 0.9
H -3.324864 -2.254878 -1.611182 0.5 0.0 1.7
H -0.059902 0.894577 -0.239168 0.8 -2.2 0.5
C -3.071762 -1.915613 -0.546622 -1.2 0.2 0.3
C 2.556645 2.802462 0.001755 1.6 -2.4 -3.4
C 1.275172 -0.569495 0.657020 -1.5 4.0 -0.2
C -2.394513 -0.510613 -0.547654 -1.3 -0.7 -1.5
C -1.218145 -0.733771 0.408700 -0.9 0.5 -3.3
H 0.860850 -0.520578 1.598824 -0.1 0.8 2.8
H 0.298513 -0.554865 -1.142028 -1.3 0.8 2.1
N -1.115119 -2.178194 0.490693 0.6 -0.6 2.4
H -2.187056 -0.406296 -1.649154 0.5 0.7 1.3
N -2.139511 -2.768255 0.174654 1.0 -0.7 -2.0
H 3.271172 2.687268 0.780862 0.1 0.9 1.3
O 1.606560 1.751125 0.080448 0.9 -1.9 1.0
C 2.301019 0.508466 0.292504 -1.5 -1.1 0.0
```
Positions in Å, forces in eV/Å.